DFT (ωB97M-V/def2-TZVPD) results for a cluster of 2 separate species, C9H10FI in total.

Results
HOMO level ... -0.3054 hartree
Electronic energy ... -746.38929 a.u.
Energy above the lowest of the compared OMol25 structures with the same formula, charge and spin ... 40.2 kcal per mole
LUMO energy ... 0.53 eV
Orbital gap ... 0.3248 Eh

The geometry in XYZ format:
```
21
Properties=species:S:1:pos:R:3:forces:R:3:mulliken_charge:R:1
C -0.513 -1.958 -1.978 -0.46 -0.77 -1.92 -0.29
C -0.228 -0.667 -2.316 0.60 0.13 0.94 -0.49
C -0.219 -2.412 -0.718 -1.89 -2.08 0.53 -0.68
C 0.466 0.157 -1.467 -0.86 -3.80 2.48 -0.84
C 0.256 -1.570 0.247 0.96 -0.85 1.19 -0.24
C 0.735 -0.330 -0.170 0.58 0.72 0.76 0.89
C -1.033 2.119 0.938 -1.40 0.07 3.48 -1.14
C 1.448 0.555 0.808 -3.69 3.02 0.17 -0.93
C -0.203 1.300 1.889 -0.08 -3.79 -4.48 0.03
F -0.884 0.137 2.272 0.84 1.43 0.33 -0.30
I 2.693 -0.397 2.177 0.28 0.33 0.02 0.11
H -0.944 -2.521 -2.855 0.32 -0.01 1.64 0.27
H -0.567 -0.380 -3.241 -0.40 1.08 -2.15 0.47
H -0.582 -3.418 -0.403 0.54 0.74 -0.39 0.28
H 0.765 1.091 -1.633 1.08 3.68 -1.27 0.57
H 0.345 -2.007 1.302 0.10 1.16 -1.68 0.27
H -1.731 2.887 1.548 1.44 -1.81 -1.75 0.29
H -0.301 2.563 0.380 1.50 2.15 -1.59 0.36
H -1.509 1.441 0.276 -1.13 -0.42 -0.46 0.36
H 1.743 1.585 0.339 0.19 -2.18 1.06 0.44
H 0.264 1.826 2.607 1.44 1.21 3.09 0.58
```
Positions in Å, forces in eV/Å.

***

DFT (ωB97M-V/def2-TZVPD) results for a structure of composition C29H30AsIrN4S4Se.

Results
HOMO level ... -0.2313 hartree
Electronic energy ... -7676.48295 a.u.
Energy above the lowest of the compared OMol25 structures with the same formula, charge and spin ... 36.2 kcal per mole
LUMO energy ... -0.71 eV
Orbital gap ... 0.2051 Eh

The geometry in XYZ format:
```
70
Properties=species:S:1:pos:R:3:forces:R:3:mulliken_charge:R:1
Ir 0.616 -0.782 0.643 0.65 0.32 0.35 -0.22
S -0.190 1.255 1.619 0.03 -0.11 -1.06 -0.40
S -1.392 0.850 3.199 -0.14 -0.91 0.68 -0.11
S -2.463 -0.911 2.717 -0.63 1.24 0.30 -0.17
S -1.342 -2.027 1.431 1.58 -0.15 -0.75 -0.12
C 1.495 -4.287 -3.803 -0.01 0.00 0.09 -0.51
C 1.510 -2.909 -3.649 0.07 -0.03 -0.09 -0.76
C 1.551 -2.345 -2.384 0.21 0.17 0.09 -0.15
C 1.561 -3.157 -1.259 0.20 -0.25 -0.42 0.23
C 1.562 -4.541 -1.411 -0.03 0.03 0.24 -0.39
C 1.536 -5.099 -2.677 -0.03 0.01 -0.05 -0.65
N 1.605 -2.553 0.032 -1.18 0.29 0.28 1.06
N 2.098 -3.255 0.938 0.63 -0.34 -0.14 -0.70
C 2.116 -2.660 2.182 -0.07 0.33 0.50 -0.06
C 2.675 -3.357 3.256 0.01 -0.19 -0.19 -0.42
C 2.665 -2.788 4.509 0.06 0.02 0.10 -0.56
C 2.128 -1.510 4.676 0.02 0.00 -0.19 -0.81
C 1.595 -0.810 3.601 0.27 0.09 0.20 -0.21
C 1.561 -1.373 2.328 -0.45 -0.09 -0.30 0.86
H 1.457 -4.725 -4.792 0.02 0.00 0.00 0.40
H 1.510 -2.271 -4.524 -0.01 0.03 0.03 0.36
H 1.632 -1.273 -2.259 -0.09 0.00 0.01 0.35
H 1.583 -5.159 -0.524 -0.01 -0.04 -0.03 0.48
H 1.555 -6.176 -2.785 -0.07 0.00 0.01 0.37
H 3.093 -4.341 3.081 -0.02 0.00 0.02 0.46
H 3.064 -3.329 5.357 0.02 0.02 -0.01 0.37
H 2.110 -1.058 5.661 0.01 -0.03 0.01 0.42
H 1.183 0.175 3.777 -0.11 -0.04 -0.06 0.28
C -0.671 0.456 -3.127 0.18 -0.04 0.04 -1.24
As -0.935 -0.363 -1.370 -0.36 0.07 0.35 0.62
C -1.823 -1.973 -1.992 0.08 -0.20 -0.16 -1.15
C -2.418 0.790 -0.765 -0.21 -0.10 -0.05 -0.47
C -3.725 0.586 -1.465 0.02 -0.01 -0.07 0.17
C -4.193 1.488 -2.417 0.00 -0.02 -0.04 -0.23
C -5.415 1.288 -3.048 0.02 -0.05 -0.03 -0.67
C -6.180 0.172 -2.745 -0.02 0.01 0.01 -0.45
C -5.727 -0.733 -1.793 0.05 0.05 -0.03 -0.70
C -4.514 -0.523 -1.157 -0.06 0.01 0.07 -0.21
H -1.623 0.417 -3.657 0.00 0.03 -0.01 0.46
H 0.076 -0.100 -3.693 -0.01 0.02 -0.02 0.28
H -0.351 1.493 -3.036 0.01 0.00 0.03 0.33
H -2.717 -1.724 -2.561 0.04 0.05 -0.03 0.50
H -2.094 -2.607 -1.152 0.01 0.08 0.06 0.28
H -1.128 -2.520 -2.630 0.00 0.04 -0.02 0.30
H -2.058 1.811 -0.893 0.01 0.02 0.06 0.38
H -2.538 0.618 0.304 0.10 -0.06 0.01 0.20
H -3.603 2.366 -2.659 0.02 -0.01 0.02 0.37
H -5.768 2.004 -3.780 0.01 0.00 0.00 0.38
H -7.131 0.015 -3.239 0.01 -0.01 0.00 0.38
H -6.318 -1.607 -1.549 -0.01 0.02 0.02 0.41
H -4.166 -1.219 -0.401 0.00 0.01 -0.01 0.36
C 1.346 3.129 -0.904 -0.06 0.07 -0.07 -1.06
N 1.993 2.987 0.384 0.07 -0.02 -0.03 0.36
C 2.629 1.889 0.825 0.07 0.31 0.14 -0.80
Se 3.009 0.332 -0.115 -1.03 -0.50 0.07 -0.13
N 2.978 2.102 2.102 0.13 -0.01 0.06 0.29
C 2.506 3.332 2.531 -0.06 0.00 -0.03 0.59
C 2.537 3.973 3.759 0.04 -0.03 0.05 -0.88
C 1.935 5.217 3.830 0.00 -0.01 0.00 -0.54
C 1.322 5.798 2.715 -0.02 -0.03 -0.03 -0.68
C 1.282 5.149 1.493 -0.03 0.04 -0.03 -0.75
C 1.885 3.904 1.426 0.02 -0.02 0.00 0.89
H 1.510 2.217 -1.472 0.03 -0.02 0.02 0.25
H 1.761 3.977 -1.447 0.03 0.00 0.03 0.42
H 0.276 3.275 -0.751 0.00 -0.03 0.04 0.35
H 3.394 1.380 2.669 -0.04 -0.05 -0.03 0.36
H 2.996 3.513 4.623 0.01 0.03 0.00 0.43
H 1.931 5.750 4.771 0.00 -0.01 0.00 0.40
H 0.856 6.769 2.812 0.01 0.00 0.01 0.39
H 0.793 5.588 0.634 -0.01 0.00 0.01 0.43
```
Positions in Å, forces in eV/Å.

***

DFT (ωB97M-V/def2-TZVPD) results for a cluster of 2 separate species, C5H6I2N2 in total.

Results
HOMO level (spin up / spin down) ... -0.3179 / -0.2982 hartree
Electronic energy ... -898.96740 a.u.
Energy above the lowest of the compared OMol25 structures with the same formula, charge and spin ... 0.0 kcal per mole
LUMO energy (spin up / spin down) ... -1.80 / -2.35 eV
Orbital gap (spin up / spin down) ... 0.2518 / 0.2119 Eh

The geometry in XYZ format:
```
15
Properties=species:S:1:pos:R:3:forces:R:3:mulliken_charge:R:1
C 0.954 -0.624 -2.263 -0.60 0.49 0.20 -0.54
C -0.003 0.165 -1.716 0.14 -0.04 -0.91 -0.22
C 1.223 -0.788 -0.156 0.20 -0.26 -0.05 -0.01
C -0.272 0.454 2.049 -0.01 -0.12 0.27 -1.30
C -0.609 0.650 0.617 -1.21 -0.22 -0.30 0.18
N 1.711 -1.199 -1.272 0.47 -0.39 0.46 -0.57
N 0.153 0.080 -0.345 0.11 0.14 0.12 0.28
I -3.009 -1.299 0.338 0.87 0.74 0.20 -0.27
I -1.570 2.468 0.144 0.22 -0.45 0.11 0.18
H 1.158 -0.833 -3.292 -0.06 0.05 -0.26 0.40
H -0.776 0.749 -2.168 -0.18 0.09 0.01 0.31
H 1.581 -1.070 0.809 0.04 0.01 0.38 0.35
H -1.079 0.816 2.684 0.03 -0.07 -0.12 0.42
H 0.630 1.026 2.295 0.02 0.05 -0.08 0.41
H -0.093 -0.595 2.276 -0.05 -0.01 -0.04 0.39
```
Positions in Å, forces in eV/Å.

***

DFT (ωB97M-V/def2-TZVPD) results for a cluster of 2 separate species, C3H8S4 in total.

Results
HOMO level ... -0.2911 hartree
Electronic energy ... -1711.73162 a.u.
Energy above the lowest of the compared OMol25 structures with the same formula, charge and spin ... 14.3 kcal per mole
LUMO energy ... 0.52 eV
Orbital gap ... 0.3101 Eh

The geometry in XYZ format:
```
15
Properties=species:S:1:pos:R:3:forces:R:3:mulliken_charge:R:1
C 1.318 -0.053 0.278 0.30 0.12 -0.32 -0.60
C 0.320 -0.668 -0.605 -2.22 2.36 -0.47 -0.26
C -1.198 1.038 -0.544 0.01 -4.25 1.58 -0.46
S 2.207 1.394 -0.256 0.27 1.19 -0.68 -0.22
S -0.410 -2.162 0.086 1.70 1.84 1.52 -0.18
S -1.098 1.693 1.032 -0.27 0.40 0.96 -0.17
S -2.714 0.291 -1.046 -0.41 1.63 -1.27 -0.08
H 0.783 0.446 1.096 0.16 -0.73 0.70 0.11
H 2.081 -0.743 0.559 0.20 -0.73 0.80 0.48
H 0.398 -0.448 -1.685 0.02 -1.06 0.63 0.41
H -0.798 1.588 -1.272 1.63 2.37 -2.61 0.52
H 2.420 1.196 -1.568 -0.07 -0.36 0.07 0.11
H -0.952 -2.500 -0.992 -1.34 -0.97 -2.42 0.15
H -1.714 0.619 1.562 0.00 0.25 0.27 0.16
H -2.463 -0.734 -0.334 0.01 -2.07 1.25 0.03
```
Positions in Å, forces in eV/Å.